The following is a quantum chemistry calculation of a 7-piece molecular cluster, C46H41F14NO4S overall, from OMol25.

Last column: Mulliken charge in e.
Cartesian coordinates (Å):
C -2.614 -2.679 2.744  -1.631
C -2.664 -1.417 1.876  -0.666
O -3.628 -1.687 0.786  -0.312
C -3.237 -1.131 -0.375  -0.426
O -3.696 -1.412 -1.444  -0.520
C -2.132 -0.153 -0.014  0.067
N -2.894 0.978 0.576  -0.547
C -1.397 -0.933 1.112  1.821
C -0.448 0.112 1.794  0.252
C -0.958 0.741 3.075  -1.845
F 0.814 -0.414 2.060  -0.375
S -0.507 -2.377 0.463  0.957
O -1.468 -3.280 -0.106  -0.619
O 0.384 -2.933 1.441  -0.628
C 0.643 -1.804 -0.908  0.391
F 1.792 -1.455 -0.304  -0.134
F 0.198 -0.730 -1.583  -0.220
C 0.983 -2.949 -1.906  0.615
F 1.475 -3.977 -1.210  -0.246
F 1.973 -2.463 -2.682  -0.322
C -0.186 -3.433 -2.851  0.641
F 0.219 -3.344 -4.118  -0.285
F -1.264 -2.679 -2.725  -0.164
F -0.478 -4.697 -2.605  -0.254
H -1.617 -3.083 2.885  0.133
H -3.300 -3.417 2.330  0.494
H -2.994 -2.426 3.738  0.359
H -3.134 -0.608 2.424  0.670
H -1.521 0.259 -0.806  1.231
H -3.708 1.154 0.002  0.292
H -2.324 1.811 0.628  0.207
H -0.293 0.901 1.050  0.096
H -1.998 1.057 3.030  0.356
H -0.355 1.638 3.233  0.286
H -0.758 0.071 3.915  0.444
F 0.371 3.131 1.596  -0.340
C 1.703 3.381 1.688  0.767
C 2.324 3.959 0.603  -0.431
C 3.685 4.215 0.676  -0.357
C 4.396 3.882 1.821  -0.784
C 3.745 3.297 2.900  -0.376
C 2.382 3.045 2.841  -0.490
H 1.750 4.201 -0.282  0.416
H 4.190 4.672 -0.165  0.390
H 5.459 4.075 1.872  0.401
H 4.300 3.031 3.789  0.401
H 1.856 2.593 3.671  0.401
F -1.523 2.315 -1.359  0.001
C -1.897 3.120 -2.387  0.505
C -1.352 4.384 -2.471  -0.778
C -1.738 5.197 -3.527  -0.490
C -2.655 4.739 -4.464  -0.610
C -3.188 3.462 -4.350  -0.437
C -2.807 2.634 -3.303  -0.551
H -0.645 4.720 -1.724  0.488
H -1.321 6.191 -3.616  0.426
H -2.955 5.378 -5.283  0.379
H -3.905 3.105 -5.077  0.396
H -3.202 1.631 -3.197  0.544
F 6.048 1.167 1.999  -0.220
C 6.100 0.029 1.276  0.412
C 4.990 -0.346 0.545  -0.552
C 5.053 -1.516 -0.199  -0.074
C 6.207 -2.288 -0.198  -0.790
C 7.306 -1.889 0.549  -0.293
C 7.260 -0.719 1.293  -0.657
H 4.099 0.267 0.566  0.586
H 4.196 -1.825 -0.782  0.392
H 6.248 -3.200 -0.777  0.398
H 8.205 -2.491 0.556  0.355
H 8.107 -0.385 1.878  0.420
F -1.515 -4.491 4.951  -0.250
C -0.541 -5.411 4.759  0.410
C 0.266 -5.281 3.647  -0.003
C 1.276 -6.210 3.450  -0.541
C 1.456 -7.250 4.354  -0.579
C 0.624 -7.359 5.461  -0.373
C -0.385 -6.430 5.675  -0.574
H 0.101 -4.468 2.955  0.413
H 1.922 -6.120 2.587  0.392
H 2.243 -7.975 4.195  0.378
H 0.761 -8.170 6.163  0.362
H -1.039 -6.490 6.534  0.433
F -7.902 -2.088 1.515  -0.310
C -7.905 -2.215 0.170  0.283
C -6.738 -1.962 -0.524  -0.247
C -6.744 -2.095 -1.905  -0.254
C -7.910 -2.470 -2.562  -0.650
C -9.071 -2.716 -1.841  -0.356
C -9.074 -2.592 -0.459  -0.493
H -5.850 -1.672 0.014  0.334
H -5.839 -1.910 -2.464  0.485
H -7.913 -2.572 -3.639  0.381
H -9.978 -3.006 -2.354  0.357
H -9.963 -2.784 0.126  0.428
F 2.296 6.499 -1.567  -0.343
C 3.152 6.307 -2.594  0.336
C 4.354 6.985 -2.594  -0.365
C 5.232 6.775 -3.648  -0.368
C 4.896 5.907 -4.678  -0.509
C 3.679 5.240 -4.654  -0.481
C 2.795 5.435 -3.602  -0.253
H 4.591 7.660 -1.783  0.446
H 6.181 7.293 -3.664  0.369
H 5.584 5.749 -5.498  0.378
H 3.414 4.564 -5.456  0.373
H 1.844 4.920 -3.559  0.429

## Properties
* HOMO: -8.91 eV
* SMILES string: C[C@@H]1OC(=O)[C@@H](N)[C@]1([C@@H](C)F)S(=O)(=O)C(F)(F)C(F)(F)C(F)(F)F.Fc1ccccc1.Fc1ccccc1.Fc1ccccc1.Fc1ccccc1.Fc1ccccc1.Fc1ccccc1
* ΔE to the lowest compared entry with this formula, charge and spin: 0.0 kJ/mol
* E: -3929.452819 Eh
* HOMO-LUMO gap: 9.4 eV

=====

The following is a quantum chemistry calculation of a 2-piece molecular cluster, CH7N2 overall, from OMol25.

Last column: Mulliken charge in e.
Cartesian coordinates (Å):
N 1.831 -0.267 -0.443  -0.909
H 1.714 -0.385 -1.418  0.310
H 2.451 0.544 -0.203  0.299
H 0.419 -0.071 -0.093  0.463
H 2.260 -1.112 -0.047  0.300
C -1.660 0.564 0.582  -0.046
N -0.712 -0.164 -0.015  -0.274
H -2.721 0.345 0.643  0.299
H -1.203 1.496 1.062  0.241
H -0.793 -1.182 -0.233  0.316

## Properties
* charge: +1
* HOMO: -15.99 eV
* ΔE to the lowest compared entry with this formula, charge and spin: 74.0 kJ/mol
* E: -151.522806 Eh
* HOMO-LUMO gap: 10.8 eV